1.
# C2H4N2OS

An isolated molecule of C2H4N2OS in a non-equilibrium geometry (wB97M-V/def2-TZVPD, OMol25).

The geometry in XYZ format:
```
10
Properties=species:S:1:pos:R:3:nbo_charge:R:1
N -2.863 -0.324 -0.043 -0.668
N -1.498 0.087 -0.189 -0.273
C -0.573 -0.728 0.084 -0.028
C 0.694 0.236 -0.085 0.188
O 0.287 1.525 0.154 -0.681
S 2.204 -0.412 -0.029 -0.045
H -3.051 -1.253 0.302 0.370
H -3.476 0.463 0.120 0.386
H -0.504 -1.837 0.568 0.230
H -0.728 1.637 -0.120 0.519
```

Output
Gap between HOMO and LUMO in eV: 8.65
LUMO level in eV: -0.1
ΔE to the lowest compared entry with this formula, charge and spin in kcal per mole: 88.1
SMILES string: N/N=C/C(O)=S
Total energy in hartree: -661.445216
HOMO energy in eV: -8.7

---

2.
# CH2Cl2N2

A structure of composition CH2Cl2N2 in a non-equilibrium geometry (wB97M-V/def2-TZVPD, OMol25).

The geometry in XYZ format:
```
7
Properties=species:S:1:pos:R:3:nbo_charge:R:1
C -0.115 -0.487 1.201 0.381
N 0.944 -0.030 1.114 -0.484
N -0.525 -0.303 -1.370 -0.681
Cl -1.504 1.111 -1.043 -0.007
Cl 1.060 0.267 -1.615 0.148
H -1.118 -0.785 1.549 0.278
H 1.257 0.228 0.162 0.366
```

Output
Gap between HOMO and LUMO (spin up / spin down) in eV: 7.72 / 7.72
LUMO level (spin up / spin down) in eV: -0.4 / -0.4
ΔE to the lowest compared entry with this formula, charge and spin in kcal per mole: 106.9
Total energy in hartree: -1069.001805
HOMO energy (spin up / spin down) in eV: -8.1 / -8.1

---

3.
# C17H47N6O11VZn

A structure of composition C17H47N6O11VZn in a non-equilibrium geometry (wB97M-V/def2-TZVPD, OMol25).

The geometry in XYZ format:
```
83
Properties=species:S:1:pos:R:3:mulliken_charge:R:1
Zn 4.924 -5.756 -8.523 0.550
O 10.801 -4.142 -6.981 -0.635
V 9.594 -3.162 -7.449 1.656
O 10.096 -1.910 -8.248 -0.616
C 8.334 -4.808 -13.508 -1.242
C 8.824 -5.541 -12.262 0.634
C 10.360 -5.624 -12.264 -1.195
O 8.243 -5.163 -11.066 -0.639
H 8.500 -5.312 -14.460 0.336
H 8.969 -3.938 -13.673 0.306
H 7.310 -4.439 -13.562 0.332
H 8.468 -6.563 -12.393 0.064
H 10.596 -6.157 -11.344 0.296
H 10.819 -4.647 -12.113 0.330
H 10.821 -6.221 -13.051 0.357
O 2.913 -6.257 -5.924 -0.462
C 3.298 -5.945 -4.600 -0.299
C 4.886 -5.750 -4.348 -0.216
O 5.722 -5.109 -5.309 -0.508
H 2.765 -6.679 -3.996 0.287
H 2.785 -5.039 -4.276 0.224
H 5.281 -6.761 -4.252 0.224
H 4.962 -5.249 -3.383 0.247
C 7.123 -10.505 -8.099 0.629
O 6.456 -9.439 -8.262 -0.693
N 7.887 -10.971 -9.046 -0.422
N 7.239 -11.172 -7.044 -0.325
H 7.867 -10.339 -9.834 0.233
H 8.627 -11.636 -8.872 0.182
H 6.799 -10.908 -6.174 0.228
H 7.828 -11.990 -7.114 0.152
C 4.192 -0.760 -8.939 0.630
O 3.875 -1.927 -8.910 -0.669
N 3.997 -0.097 -7.880 -0.387
N 4.904 -0.196 -9.873 -0.398
H 4.262 0.872 -7.775 0.168
H 3.668 -0.682 -7.126 0.239
H 4.859 0.794 -10.069 0.192
H 5.248 -0.759 -10.638 0.227
C 2.428 -6.287 -13.164 0.615
O 2.764 -6.453 -12.014 -0.665
N 1.898 -5.248 -13.647 -0.371
N 2.509 -7.102 -14.139 -0.373
H 1.599 -4.558 -12.973 0.228
H 1.617 -5.090 -14.605 0.153
H 2.300 -7.035 -15.125 0.176
H 3.157 -7.851 -13.942 0.220
C 8.713 -10.707 -15.639 -1.242
C 7.261 -10.414 -16.091 0.420
C 6.795 -11.202 -17.369 -1.290
O 6.370 -10.742 -15.046 -0.550
H 8.846 -10.780 -14.560 0.345
H 9.398 -9.976 -16.067 0.317
H 9.056 -11.684 -15.982 0.335
H 7.082 -9.350 -16.249 0.295
H 6.978 -12.274 -17.288 0.360
H 7.282 -10.843 -18.276 0.365
H 5.722 -11.067 -17.505 0.331
H 6.430 -11.690 -14.911 0.313
C 13.211 -3.438 -19.542 -0.973
C 13.564 -4.632 -18.612 0.259
C 12.556 -5.807 -18.702 -1.208
O 14.886 -5.102 -18.947 -0.555
H 12.142 -3.491 -19.747 0.294
H 13.803 -3.606 -20.442 0.290
H 13.421 -2.509 -19.012 0.256
H 13.715 -4.425 -17.553 0.304
H 12.917 -6.649 -18.113 0.358
H 12.586 -6.252 -19.696 0.328
H 11.545 -5.494 -18.440 0.327
H 14.858 -5.483 -19.827 0.320
C 6.048 -4.217 -20.336 -1.222
C 5.754 -4.416 -21.766 0.440
C 5.889 -5.818 -22.425 -1.209
O 4.360 -4.045 -21.839 -0.548
H 5.540 -5.009 -19.785 0.342
H 5.777 -3.232 -19.958 0.323
H 7.116 -4.116 -20.141 0.328
H 6.404 -3.766 -22.351 0.267
H 5.481 -5.893 -23.433 0.317
H 5.374 -6.669 -21.981 0.289
H 6.944 -6.047 -22.275 0.337
H 3.936 -4.494 -21.104 0.336
```

Output
Gap between HOMO and LUMO in eV: 3.53
LUMO level in eV: -3.4
Total energy in hartree: -4554.863339
HOMO energy in eV: -6.9

---

> The lowest total energy belongs to which entry?

C17H47N6O11VZn

---

What did the second record say?
# CH2Cl2N2

A structure of composition CH2Cl2N2 in a non-equilibrium geometry (wB97M-V/def2-TZVPD, OMol25).

The geometry in XYZ format:
```
7
Properties=species:S:1:pos:R:3:nbo_charge:R:1
C -0.115 -0.487 1.201 0.381
N 0.944 -0.030 1.114 -0.484
N -0.525 -0.303 -1.370 -0.681
Cl -1.504 1.111 -1.043 -0.007
Cl 1.060 0.267 -1.615 0.148
H -1.118 -0.785 1.549 0.278
H 1.257 0.228 0.162 0.366
```

Output
Gap between HOMO and LUMO (spin up / spin down) in eV: 7.72 / 7.72
LUMO level (spin up / spin down) in eV: -0.4 / -0.4
ΔE to the lowest compared entry with this formula, charge and spin in kcal per mole: 106.9
Total energy in hartree: -1069.001805
HOMO energy (spin up / spin down) in eV: -8.1 / -8.1

---

Please write out number 1 again, unchanged.
# C2H4N2OS

An isolated molecule of C2H4N2OS in a non-equilibrium geometry (wB97M-V/def2-TZVPD, OMol25).

The geometry in XYZ format:
```
10
Properties=species:S:1:pos:R:3:nbo_charge:R:1
N -2.863 -0.324 -0.043 -0.668
N -1.498 0.087 -0.189 -0.273
C -0.573 -0.728 0.084 -0.028
C 0.694 0.236 -0.085 0.188
O 0.287 1.525 0.154 -0.681
S 2.204 -0.412 -0.029 -0.045
H -3.051 -1.253 0.302 0.370
H -3.476 0.463 0.120 0.386
H -0.504 -1.837 0.568 0.230
H -0.728 1.637 -0.120 0.519
```

Output
Gap between HOMO and LUMO in eV: 8.65
LUMO level in eV: -0.1
ΔE to the lowest compared entry with this formula, charge and spin in kcal per mole: 88.1
SMILES string: N/N=C/C(O)=S
Total energy in hartree: -661.445216
HOMO energy in eV: -8.7

---

> Which value of total energy does entry 3 give?

-4554.863339 hartree